DFT (wB97M-V/def2-TZVPD) results for C17H17ClN2O4S in the gas phase.

Results
Electronic energy = -52432.88740 eV
E_HOMO = -8.50 eV
Spin multiplicity = 1
Relative energy (zero: lowest compared OMol25 entry of this formula, charge and spin) = 12.45 kJ/mol
SMILES = O=C(Nc1cccc(O)c1)c1cc(S(=O)(=O)N2CCCC2)ccc1Cl
Orbital gap = 8.620 eV

Each line ends with the Mulliken charge.
CARTESIAN COORDINATES (ANGSTROEM)
1 O -2.986 -2.605 -1.000  -0.613
2 C -2.270 -1.748 -0.537  0.438
3 N -2.670 -0.505 -0.151  -0.105
4 C -3.945 0.069 -0.224  0.334
5 C -4.071 1.392 0.194  -0.361
6 C -5.302 2.028 0.149  0.669
7 C -6.420 1.337 -0.314  -0.663
8 C -6.285 0.027 -0.726  -0.564
9 C -5.060 -0.618 -0.688  -0.740
10 H -4.965 -1.639 -1.013  0.508
11 H -7.150 -0.507 -1.087  0.375
12 H -7.369 1.846 -0.342  0.421
13 O -5.461 3.317 0.547  -0.539
14 H -4.616 3.684 0.830  0.276
15 H -3.201 1.929 0.553  0.274
16 H -1.957 0.104 0.226  0.172
17 C -0.792 -1.954 -0.338  0.068
18 C 0.116 -0.973 -0.728  -0.309
19 C 1.473 -1.185 -0.600  -0.247
20 C 1.965 -2.375 -0.097  -0.415
21 C 1.080 -3.362 0.295  -0.827
22 C -0.291 -3.154 0.174  0.491
23 Cl -1.362 -4.386 0.701  -0.194
24 H 1.437 -4.298 0.694  0.458
25 H 3.031 -2.512 -0.018  0.458
26 S 2.605 0.108 -1.113  1.315
27 O 3.282 -0.311 -2.303  -0.732
28 O 1.857 1.337 -1.147  -0.674
29 N 3.697 0.069 0.159  0.023
30 C 3.357 0.946 1.275  -0.658
31 H 3.099 0.339 2.147  0.263
32 H 2.489 1.543 0.989  0.429
33 C 4.590 1.829 1.528  -0.604
34 H 4.312 2.853 1.769  0.309
35 H 5.178 1.423 2.353  0.293
36 C 5.379 1.722 0.224  -0.552
37 H 4.970 2.402 -0.524  0.278
38 H 6.440 1.923 0.351  0.390
39 C 5.095 0.280 -0.189  -0.802
40 H 5.705 -0.420 0.391  0.328
41 H 5.227 0.083 -1.251  0.421
42 H -0.212 -0.038 -1.157  0.604

Atomic forces in eV per Å
O -0.1 0.0 -0.1
C 0.2 0.0 0.0
N 0.2 0.4 0.2
C -0.4 0.0 -0.1
C 0.0 0.1 0.0
C 0.1 -0.4 -0.1
C 0.0 0.3 0.1
C 0.1 0.2 0.1
C 0.1 -0.3 -0.1
H 0.0 0.0 0.0
H -0.1 -0.1 0.0
H -0.1 0.1 0.0
O 0.0 0.2 0.1
H -0.1 -0.1 0.0
H 0.1 0.1 0.0
H -0.1 -0.2 0.0
C 0.2 -0.2 -0.1
C -0.1 0.0 0.0
C 0.3 0.5 -0.1
C 0.0 -0.1 0.0
C -0.1 0.1 -0.1
C 0.1 0.3 -0.1
Cl 0.0 -0.3 0.2
H 0.0 -0.1 0.0
H 0.1 -0.1 0.1
S -0.2 -0.4 0.4
O 0.2 -0.2 0.0
O 0.0 -0.1 0.1
N -0.7 -0.1 -1.0
C -0.5 0.2 0.7
H 0.0 0.1 0.0
H 0.1 0.0 0.2
C 0.0 -0.1 -0.1
H 0.0 0.0 0.1
H 0.0 0.0 0.0
C 0.0 -0.2 0.1
H 0.0 0.0 -0.1
H 0.0 0.0 0.0
C 0.6 0.1 -0.4
H 0.0 0.0 -0.1
H 0.2 0.0 0.1
H -0.1 0.1 0.0